# 1
Entry from the Open Molecules 2025 dataset: a cluster of 4 separate species, C58H53NO8 in total (the ωB97M-V functional and the def2-TZVPD basis).

The HOMO-LUMO gap is 0.32118 Eh. The HOMO energy is -9.79 eV. The SMILES is [H]/N=C/C[C@H]1C(=O)OC[C@@H]1CCCCCCCCCC.O=C1c2ccccc2C(=O)c2ccccc21.O=C1c2ccccc2C(=O)c2ccccc21.O=C1c2ccccc2C(=O)c2ccccc21.

```
120
C58H53NO8 (the ωB97M-V functional and the def2-TZVPD basis)
C 4.630 -6.240 4.630
C 3.930 -4.970 5.100
C 2.461 -4.880 4.700
C 2.239 -4.835 3.181
C 2.270 -3.410 2.624
C 0.956 -2.595 2.707
C -0.283 -3.317 3.227
C -1.551 -2.510 2.935
C -2.798 -3.224 3.466
C -4.094 -2.655 2.901
C -5.329 -3.282 3.567
C -6.658 -2.673 3.116
O -7.135 -3.464 2.041
C -6.330 -4.558 1.885
O -6.312 -5.242 0.881
C -5.518 -4.737 3.167
C -6.338 -5.630 4.147
C -6.402 -5.081 5.537
N -5.580 -5.479 6.422
H 5.545 -6.420 5.189
H 3.994 -7.118 4.706
H 4.930 -6.148 3.587
H 3.972 -4.944 6.191
H 4.485 -4.092 4.773
H 1.926 -5.711 5.158
H 2.062 -3.960 5.130
H 1.348 -5.387 2.900
H 3.065 -5.377 2.720
H 2.655 -3.449 1.608
H 3.030 -2.875 3.194
H 0.728 -2.225 1.706
H 1.123 -1.702 3.304
H -0.416 -4.292 2.773
H -0.211 -3.397 4.311
H -1.676 -2.397 1.857
H -1.475 -1.520 3.382
H -2.837 -3.167 4.553
H -2.716 -4.269 3.174
H -4.132 -2.796 1.819
H -4.133 -1.579 3.070
H -5.150 -3.158 4.634
H -6.511 -1.633 2.823
H -7.387 -2.616 3.926
H -4.640 -5.290 2.861
H -5.843 -6.594 4.207
H -7.330 -5.814 3.740
H -7.162 -4.324 5.744
H -5.751 -4.990 7.298
C 1.176 -3.300 -2.859
C 1.151 -3.059 -4.229
C 1.869 -2.003 -4.762
C 2.611 -1.177 -3.927
C 2.625 -1.410 -2.551
C 1.911 -2.478 -2.022
C 3.384 -0.520 -1.629
O 3.400 -0.731 -0.435
C 4.115 0.637 -2.217
C 4.793 1.509 -1.374
C 5.487 2.582 -1.903
C 5.514 2.788 -3.279
C 4.838 1.924 -4.124
C 4.132 0.850 -3.597
C 3.391 -0.054 -4.521
O 3.420 0.118 -5.721
H 0.619 -4.130 -2.446
H 0.569 -3.697 -4.880
H 1.859 -1.812 -5.826
H 1.932 -2.657 -0.955
H 4.771 1.341 -0.306
H 6.012 3.262 -1.246
H 6.064 3.625 -3.691
H 4.852 2.078 -5.193
C 9.558 9.570 -7.654
C 8.708 9.393 -6.567
C 8.585 8.148 -5.976
C 9.305 7.070 -6.474
C 10.147 7.244 -7.575
C 10.275 8.498 -8.158
C 10.904 6.096 -8.151
O 11.642 6.249 -9.101
C 10.724 4.755 -7.527
C 11.382 3.661 -8.073
C 11.234 2.410 -7.500
C 10.434 2.246 -6.375
C 9.774 3.332 -5.827
C 9.911 4.589 -6.403
C 9.172 5.741 -5.815
O 8.479 5.599 -4.829
H 9.657 10.546 -8.110
H 8.143 10.231 -6.180
H 7.932 8.004 -5.127
H 10.934 8.626 -9.005
H 12.005 3.797 -8.946
H 11.744 1.558 -7.930
H 10.324 1.268 -5.926
H 9.148 3.212 -4.954
C -9.798 6.211 2.221
C -10.846 6.180 3.134
C -11.308 4.970 3.622
C -10.729 3.783 3.192
C -9.687 3.813 2.264
C -9.219 5.031 1.786
C -9.071 2.553 1.761
O -8.157 2.579 0.964
C -9.612 1.259 2.266
C -9.088 0.070 1.776
C -9.567 -1.142 2.243
C -10.571 -1.170 3.206
C -11.102 0.012 3.694
C -10.630 1.230 3.222
C -11.230 2.491 3.741
O -12.100 2.468 4.586
H -9.434 7.158 1.846
H -11.302 7.104 3.466
H -12.119 4.938 4.336
H -8.407 5.046 1.073
H -8.305 0.099 1.030
H -9.160 -2.067 1.858
H -10.942 -2.118 3.574
H -11.885 -0.001 4.439
```

# 2
Entry from the Open Molecules 2025 dataset: a structure of composition C58H56FeN7O7S3Te (the ωB97M-V functional and the def2-TZVPD basis).

Its spin multiplicity is 5. As for the net charge: -1. The HOMO-LUMO gap (spin up / spin down) is 0.22162 / 0.23700 Eh. The HOMO energy (spin up / spin down) is -4.73 / -5.17 eV.

```
133
C58H56FeN7O7S3Te (the ωB97M-V functional and the def2-TZVPD basis)
Fe -0.482 -0.680 1.007
O -5.585 1.412 1.667
C -4.896 1.961 2.679
C -5.561 2.890 3.484
C -4.907 3.501 4.537
C -3.574 3.199 4.815
C -2.916 2.280 4.017
C -3.549 1.656 2.945
C -2.739 0.724 2.103
O -1.501 0.682 2.282
N -3.422 0.066 1.169
N -2.625 -0.671 0.293
C -3.316 -1.516 -0.363
S -2.689 -2.316 -1.803
C -3.975 -3.578 -1.790
C -5.281 -2.884 -1.452
S -5.009 -1.820 -0.009
H -4.974 0.746 1.245
H -6.599 3.105 3.260
H -5.440 4.221 5.148
H -3.062 3.675 5.642
H -1.884 2.012 4.206
H -3.726 -4.329 -1.038
H -3.995 -4.044 -2.776
H -6.055 -3.601 -1.178
H -5.625 -2.276 -2.288
C 1.017 -5.071 -3.822
O 2.089 -4.427 -3.147
C 3.294 -5.022 -3.115
C 3.687 -6.052 -3.962
C 4.993 -6.526 -3.935
C 5.921 -5.960 -3.076
C 5.516 -4.956 -2.206
C 4.206 -4.515 -2.186
N 3.835 -3.506 -1.254
C 2.656 -3.277 -0.670
C 1.653 -4.173 -0.407
C 1.808 -5.603 -0.400
C 0.792 -6.393 -0.009
C -0.461 -5.798 0.416
C -0.663 -4.469 0.422
C 0.380 -3.564 -0.051
O 0.225 -2.346 -0.179
H 0.130 -4.486 -3.593
H 0.888 -6.090 -3.452
H 1.176 -5.081 -4.902
H 2.982 -6.460 -4.673
H 5.280 -7.333 -4.598
H 6.946 -6.301 -3.066
H 6.224 -4.517 -1.511
H 4.571 -2.860 -1.013
H 2.502 -2.252 -0.334
H 2.768 -6.041 -0.651
H 0.924 -7.465 0.035
H -1.261 -6.448 0.753
H -1.594 -4.036 0.765
N 0.658 -3.241 3.128
C -0.685 -3.049 2.965
O -1.054 -2.025 2.337
C -1.570 -3.994 3.523
C -2.984 -3.830 3.447
N -4.134 -3.743 3.400
C -1.037 -5.143 4.166
N -0.549 -6.051 4.692
H 1.266 -2.655 2.577
H 0.998 -4.139 3.427
C 10.362 -1.505 2.862
C 8.862 -1.360 2.736
O 8.155 -2.236 2.320
S 8.286 0.250 3.264
C 6.550 0.134 2.970
C 5.742 -0.621 3.812
C 4.392 -0.760 3.539
C 3.821 -0.147 2.419
C 4.639 0.650 1.607
C 5.991 0.788 1.878
C 2.443 -0.340 2.072
C 1.300 -0.502 1.696
H 10.582 -2.443 3.369
H 10.810 -0.673 3.404
H 10.788 -1.551 1.859
H 6.174 -1.105 4.678
H 3.761 -1.351 4.190
H 4.193 1.157 0.760
H 6.615 1.400 1.240
C 1.473 -0.128 -2.035
C 0.377 0.739 -1.435
O -0.118 1.636 -2.230
N -0.027 0.623 -0.216
Te -1.808 2.488 -0.573
C -3.524 3.483 -1.443
C -4.000 4.698 -0.938
C -3.357 5.426 0.223
C -5.129 5.271 -1.523
C -5.802 4.662 -2.571
C -7.013 5.306 -3.200
C -5.332 3.436 -3.028
C -4.209 2.831 -2.475
C -3.789 1.473 -2.997
C -0.518 4.152 -0.733
C -0.432 4.936 -1.883
C -1.107 4.587 -3.191
C 0.348 6.093 -1.835
C 1.050 6.460 -0.697
C 1.854 7.736 -0.652
C 0.995 5.620 0.412
C 0.224 4.465 0.418
C 0.207 3.592 1.654
H 1.756 0.242 -3.019
H 1.105 -1.151 -2.113
H 2.338 -0.124 -1.366
H -2.842 4.741 0.899
H -4.116 5.953 0.802
H -2.620 6.155 -0.125
H -5.499 6.215 -1.131
H -7.467 6.031 -2.524
H -7.766 4.559 -3.456
H -6.744 5.831 -4.120
H -5.855 2.935 -3.839
H -4.154 1.320 -4.013
H -4.204 0.676 -2.367
H -2.705 1.345 -3.005
H -1.284 3.517 -3.275
H -0.468 4.891 -4.022
H -2.067 5.102 -3.294
H 0.416 6.711 -2.726
H 1.938 8.185 -1.643
H 2.861 7.554 -0.273
H 1.383 8.467 0.009
H 1.570 5.871 1.298
H 0.880 3.990 2.412
H 0.506 2.566 1.429
H -0.795 3.528 2.092
```